1.
Entry from OMol25: C42H42BN8Tl as an isolated structure (ωB97M-V/def2-TZVPD).

Element x y z (Å)
Tl (0.152876, -0.212893, -0.302617)
C (-2.973884, -2.748924, 0.939463)
C (-3.390701, -1.389854, 0.489021)
C (-4.686739, -0.856802, 0.553697)
C (-4.587702, 0.398692, -0.001806)
C (-5.650112, 1.425839, -0.201860)
N (-3.298547, 0.581400, -0.363258)
N (-2.559531, -0.516876, -0.063391)
B (-2.723773, 1.719447, -1.210356)
N (-1.740181, 2.563197, -0.362631)
N (-0.642287, 2.001471, 0.194417)
C (-0.012006, 2.942291, 0.894271)
C (1.183910, 2.649458, 1.733245)
C (-0.700617, 4.150047, 0.762898)
C (-1.789342, 3.869124, -0.042944)
C (-2.870214, 4.783937, -0.510170)
N (-2.047660, 1.172619, -2.487668)
N (-1.083435, 0.210935, -2.481053)
C (-0.730623, 0.007444, -3.745596)
C (0.354446, -0.939549, -4.133194)
C (-1.477373, 0.830554, -4.591190)
C (-2.299941, 1.557595, -3.756312)
C (-3.308841, 2.592453, -4.122360)
H (-3.806196, -3.443651, 0.821370)
H (-2.134866, -3.118883, 0.356004)
H (-2.689454, -2.755724, 1.993876)
H (-5.570315, -1.327659, 0.947406)
H (-6.572233, 1.088778, 0.269103)
H (-5.371660, 2.382069, 0.241185)
H (-5.849555, 1.599753, -1.259501)
H (-3.613906, 2.437509, -1.545250)
H (1.845671, 1.934191, 1.253079)
H (1.747955, 3.562217, 1.922222)
H (0.880426, 2.236914, 2.698516)
H (-0.445397, 5.098679, 1.200644)
H (-2.714124, 5.774808, -0.087032)
H (-2.876762, 4.874337, -1.596002)
H (-3.854394, 4.430011, -0.204927)
H (1.195918, -0.865824, -3.443194)
H (-0.002126, -1.970733, -4.155328)
H (0.725006, -0.694371, -5.127778)
H (-1.420623, 0.894325, -5.663438)
H (-3.314441, 2.723107, -5.203255)
H (-4.311010, 2.306143, -3.804927)
H (-3.081459, 3.555178, -3.665352)
N (2.891140, -1.316960, 0.887616)
C (3.757823, -0.287576, 1.251420)
C (4.362751, -0.290412, 2.505771)
C (5.204526, 0.736477, 2.890754)
C (5.463476, 1.774133, 2.007075)
C (4.855525, 1.772211, 0.762783)
C (3.986061, 0.758064, 0.354160)
C (3.310782, 0.952783, -0.967476)
C (4.161096, 1.413524, -1.980734)
C (3.682157, 2.038903, -3.116936)
C (2.323314, 2.281021, -3.209253)
C (1.474544, 1.758175, -2.244543)
C (1.910053, 0.992183, -1.156310)
H (3.030444, -1.660159, -0.053791)
H (2.892147, -2.091566, 1.536620)
H (4.166102, -1.119276, 3.176745)
H (5.660097, 0.721029, 3.871841)
H (6.118253, 2.588198, 2.285516)
H (5.017917, 2.610131, 0.096217)
H (5.230651, 1.305905, -1.845257)
H (4.367317, 2.375804, -3.884325)
H (1.914336, 2.851088, -4.033828)
H (0.418980, 1.955032, -2.359675)
C (0.968359, -4.472522, -1.201270)
C (0.937596, -5.108818, 0.025673)
C (0.619957, -4.381343, 1.163328)
C (0.329668, -3.018705, 1.092703)
C (0.354575, -2.374262, -0.148876)
C (0.680589, -3.113885, -1.276634)
C (-0.042663, -2.270723, 2.333840)
C (-0.023550, -2.914833, 3.604913)
C (-0.444274, -2.241303, 4.706386)
C (-0.942897, -0.925723, 4.576151)
C (-1.458961, -0.187647, 5.665945)
C (-1.967314, 1.063356, 5.469033)
C (-1.990383, 1.616987, 4.171230)
C (-1.486968, 0.928685, 3.104159)
C (-0.928686, -0.355416, 3.287820)
N (-0.425212, -1.022498, 2.208063)
H (1.212546, -5.025186, -2.099751)
H (1.155323, -6.164853, 0.105360)
H (0.595502, -4.907635, 2.105991)
H (0.710983, -2.636405, -2.244337)
H (0.325782, -3.929723, 3.703024)
H (-0.426774, -2.711746, 5.682035)
H (-1.452242, -0.637225, 6.651502)
H (-2.366961, 1.626882, 6.301107)
H (-2.418707, 2.598297, 4.016013)
H (-1.525905, 1.336622, 2.109281)

Cartesian forces (eV/Å) of the 3 atoms listed first:
Tl 0.54 0.19 -0.26
C -0.04 -0.08 0.00
C 0.02 -0.04 0.02

The lowest unoccupied orbital energy comes out at -0.1 eV. Its charge is 0. For the frontier orbital gap, the calculation gives 7.63 eV. The total energy comes out at -2261.14424 Ha. The value obtained for the largest force on an atom is 0.63 eV/A.

---

2.
Entry from OMol25: C42H42Br2GeIMgN4OPS as an isolated structure (ωB97M-V/def2-TZVPD).

Element x y z (Å)
Mg (-1.420326, -0.261505, 0.695775)
Br (-6.332614, -0.492834, 1.432907)
C (-5.077919, 0.706652, 2.199051)
C (-5.519456, 1.722771, 3.045319)
C (-4.617283, 2.600420, 3.587599)
Br (-5.249678, 3.964348, 4.757897)
C (-3.241991, 2.508873, 3.291501)
C (-2.246164, 3.397283, 3.752551)
C (-0.942090, 3.222769, 3.374485)
C (-0.612885, 2.146236, 2.537066)
N (-1.512295, 1.296660, 2.104852)
C (-2.811316, 1.456670, 2.441744)
C (-3.735480, 0.507614, 1.867846)
O (-3.328544, -0.433710, 1.092371)
H (-6.573066, 1.817800, 3.266095)
H (-2.531709, 4.222051, 4.390553)
H (-0.168720, 3.899916, 3.707593)
H (0.406975, 1.977200, 2.210964)
I (1.868274, -0.897841, 1.909554)
C (3.897828, -0.316771, 1.578904)
C (4.525307, -0.109058, 2.779270)
C (5.906498, 0.087480, 2.873168)
C (6.664761, 0.010365, 1.754735)
C (6.072965, -0.183745, 0.489193)
C (6.932984, -0.296661, -0.622150)
C (6.437941, -0.469447, -1.873177)
C (5.057341, -0.447849, -2.061382)
C (4.156458, -0.325219, -1.025630)
P (2.423922, -0.024576, -1.620760)
C (2.858332, 1.412106, -2.691022)
C (2.913466, 2.604675, -1.965779)
C (3.179198, 3.810654, -2.588907)
C (3.396225, 3.840855, -3.959841)
C (3.336153, 2.665124, -4.689564)
C (3.065177, 1.455055, -4.064030)
C (2.322899, -1.464618, -2.741541)
C (2.812308, -2.696004, -2.302778)
C (2.629194, -3.839723, -3.061864)
C (1.960396, -3.773140, -4.274573)
C (1.439166, -2.561659, -4.703043)
C (1.602361, -1.419402, -3.935164)
C (4.637210, -0.274669, 0.332529)
H (3.941312, -0.126392, 3.689656)
H (6.354279, 0.256489, 3.843131)
H (7.743153, 0.090937, 1.812877)
H (8.000721, -0.244192, -0.449308)
H (7.098276, -0.587871, -2.722241)
H (4.671032, -0.515182, -3.070145)
H (2.740282, 2.574432, -0.894084)
H (3.205986, 4.726572, -2.013003)
H (3.614768, 4.778577, -4.453914)
H (3.495423, 2.695093, -5.760197)
H (3.026105, 0.553001, -4.660806)
H (3.339490, -2.761130, -1.359021)
H (3.009515, -4.788802, -2.705661)
H (1.838803, -4.663310, -4.879893)
H (0.890721, -2.505304, -5.635606)
H (1.148981, -0.493396, -4.261035)
C (-2.946992, -4.611171, 5.498314)
C (-2.294970, -3.564470, 4.646065)
C (-2.525153, -2.208492, 4.845878)
C (-1.914190, -1.284924, 4.016368)
N (-1.112974, -1.615979, 3.006506)
C (-0.864226, -2.917660, 2.835917)
C (-1.418207, -3.909436, 3.622850)
H (-3.559441, -4.162848, 6.278136)
H (-2.191897, -5.244049, 5.965947)
H (-3.582577, -5.253809, 4.887718)
H (-3.177737, -1.876796, 5.642527)
H (-2.069778, -0.225580, 4.181009)
H (-0.184842, -3.178159, 2.036243)
H (-1.173881, -4.946818, 3.434242)
C (-2.314610, 3.017210, -3.302479)
Ge (-2.807171, 2.160520, -1.572578)
C (-3.197323, 3.644705, -0.322994)
C (-4.516346, 1.204557, -1.902543)
C (-1.313574, 1.064017, -0.960563)
H (-3.086140, 3.707884, -3.647939)
H (-2.166514, 2.258175, -4.072926)
H (-1.381623, 3.573924, -3.200471)
H (-3.958822, 4.303741, -0.741610)
H (-2.295706, 4.233940, -0.147620)
H (-3.561194, 3.280541, 0.637600)
H (-5.304736, 1.934158, -2.093142)
H (-4.825211, 0.605168, -1.045259)
H (-4.445753, 0.554482, -2.776421)
H (-0.544152, 1.797841, -0.687087)
H (-0.940666, 0.560183, -1.857422)
N (-2.763888, -3.944696, -2.066314)
C (-2.535313, -2.814917, -1.364712)
N (-3.393034, -1.802858, -1.520295)
S (-1.200268, -2.747230, -0.353085)
H (-3.453405, -3.971301, -2.797472)
H (-2.044647, -4.645155, -2.052088)
H (-4.273197, -1.956922, -1.984435)
H (-3.360478, -1.052397, -0.838938)

Cartesian forces (eV/Å) of the 3 atoms listed first:
Mg 0.26 -0.35 -0.34
Br 0.00 0.11 0.12
C 0.18 -0.34 -0.27

The lowest unoccupied orbital energy comes out at 0.1 eV. Its charge is 0. For the frontier orbital gap, the calculation gives 7.20 eV. The total energy comes out at -10382.33107 Ha. The value obtained for the largest force on an atom is 0.63 eV/A.